No. 1
71
Properties=species:S:1:pos:R:3:forces:R:3:lowdin_spin:R:1 method="wB97M-V/def2-TZVPD" charge=+3 homo_ev="-16.7 / -16.6" lumo_ev="-11.0 / -11.0" gap_ev="5.7 / 5.6" spin_multiplicity=2
Pd 0.74293 -1.23502 -0.28211 -0.45 -0.38 -0.16 0.664
C 3.55939 1.20458 4.59995 0.08 -0.10 0.04 -0.002
Si 1.90425 0.87768 3.86788 -0.09 0.19 0.01 -0.014
C 0.66482 2.22989 4.14738 -0.08 -0.01 0.01 -0.001
C 1.45482 -0.88743 4.27404 0.06 -0.04 -0.06 -0.004
Ge 1.89305 0.38766 1.26735 -0.54 -0.36 -0.70 -0.013
Si 2.51866 3.31394 0.83908 0.16 0.58 0.05 0.002
C 3.69547 3.01817 -0.54581 0.03 -0.12 0.00 -0.002
C 0.94312 4.24974 0.69279 -0.04 -0.12 -0.01 0.001
C 3.47747 3.73039 2.34560 -0.03 -0.02 0.03 0.002
Si 3.67332 -1.33796 0.72470 0.29 0.27 -0.01 0.001
C 3.50859 -2.79131 1.86845 -0.10 0.01 0.10 0.005
C 5.07637 -0.20735 1.23664 0.05 -0.05 0.03 -0.003
C 3.92089 -1.81221 -1.06223 -0.15 -0.08 -0.01 0.002
H 3.36863 1.09783 5.67921 0.00 -0.01 -0.02 -0.001
H 3.95640 2.19891 4.45133 0.07 0.10 0.03 0.000
H 4.31364 0.45597 4.35203 -0.05 0.05 0.00 0.000
H 0.09865 2.02525 5.06385 0.02 0.00 -0.07 0.000
H -0.03819 2.38199 3.32580 -0.01 -0.11 0.06 0.001
H 1.19028 3.17057 4.31488 -0.02 0.00 0.04 0.000
H 0.75237 -0.87184 5.11272 -0.01 0.00 0.00 0.000
H 2.36746 -1.38207 4.61168 -0.03 -0.01 0.03 0.000
H 1.02682 -1.49431 3.47918 -0.01 0.00 -0.02 0.000
H 3.51627 2.15952 -1.18366 -0.06 -0.13 -0.14 0.000
H 4.70361 2.95414 -0.13083 -0.04 -0.02 0.02 0.000
H 3.66117 3.90258 -1.19023 -0.06 0.03 -0.04 0.000
H 0.17056 3.75772 0.11093 -0.07 0.01 -0.06 0.002
H 1.18590 5.19864 0.19729 0.05 -0.02 -0.01 0.000
H 0.55281 4.49575 1.68149 0.00 -0.04 -0.01 0.000
H 4.25911 3.01414 2.58981 0.02 0.03 -0.05 0.000
H 2.87237 3.96871 3.21353 0.02 0.00 0.11 0.000
H 3.99283 4.65909 2.05520 -0.01 0.01 -0.04 0.000
H 3.82186 -2.53619 2.88189 -0.01 0.00 0.00 0.000
H 4.17757 -3.57737 1.50663 0.00 0.01 0.02 0.001
H 2.50525 -3.21012 1.91567 -0.05 -0.07 -0.01 0.000
H 4.98719 0.19404 2.24974 -0.01 -0.03 -0.10 0.000
H 5.22061 0.61797 0.53576 -0.03 -0.01 0.02 0.000
H 5.99653 -0.80269 1.21196 0.00 0.03 0.00 0.000
H 3.02841 -2.10859 -1.61510 0.00 -0.03 0.02 0.002
H 4.59119 -2.67850 -1.06415 0.04 0.06 0.00 0.000
H 4.41267 -1.00850 -1.61025 -0.02 0.03 -0.03 0.000
Cl 0.34805 -4.00937 -0.10518 0.19 0.13 -0.06 0.021
C 0.25417 -4.25434 -1.88726 -0.04 0.01 0.01 0.004
Cl 0.39690 -2.69889 -2.71516 0.01 0.01 0.12 0.023
H -0.71134 -4.69381 -2.11081 0.02 0.01 0.01 0.000
H 1.08305 -4.89561 -2.16389 -0.02 0.02 -0.01 0.000
C -1.79438 -3.68678 3.24653 0.09 -0.06 -0.01 0.000
N -1.36039 -2.55765 2.40518 -0.18 -0.21 0.35 0.001
C -1.36486 -1.27543 2.68701 0.19 0.10 -0.43 0.013
S -0.71841 -0.14396 1.47508 0.20 -0.03 0.10 0.073
N -1.89458 -0.73398 3.75795 -0.12 0.00 0.32 0.005
C -2.81681 -1.34821 4.73309 -0.12 0.06 0.02 0.001
H -1.28337 -4.57559 2.88521 0.00 0.01 -0.01 0.000
H -2.86813 -3.84806 3.17538 0.04 -0.01 0.00 0.000
H -1.50040 -3.52091 4.27951 -0.01 -0.07 -0.11 0.000
H -1.09775 -2.78135 1.46342 0.07 -0.06 -0.27 0.000
H -1.75457 0.25894 3.84215 -0.03 0.12 -0.01 0.001
H -3.54477 -1.97351 4.22051 0.05 0.09 0.07 0.000
H -3.35103 -0.54058 5.22550 0.01 0.00 -0.02 0.000
H -2.28329 -1.92461 5.48612 -0.02 0.07 -0.02 0.000
Se 0.39286 1.06578 -1.11095 0.46 0.21 0.98 0.164
C 1.42610 1.52602 -2.62892 0.14 0.01 -0.13 0.025
C 1.31241 2.83715 -3.07430 0.00 0.07 0.02 0.011
C 2.00151 3.18921 -4.23004 0.05 -0.18 0.02 0.001
N 2.76278 2.33358 -4.90535 0.02 -0.01 -0.05 0.005
C 2.84409 1.07425 -4.48306 -0.13 0.19 0.06 -0.001
C 2.18423 0.61573 -3.34882 0.10 0.06 0.01 0.008
H 0.70059 3.56635 -2.55776 -0.01 0.00 -0.02 0.002
H 1.93741 4.19657 -4.62167 0.01 0.03 -0.02 0.000
H 3.45346 0.40290 -5.07506 0.02 -0.01 -0.02 0.000
H 2.26820 -0.41419 -3.04831 0.03 -0.19 0.05 0.002

No. 2
74
Properties=species:S:1:pos:R:3:forces:R:3:lowdin_charge:R:1 method="wB97M-V/def2-TZVPD" homo_ev="-7.0 / -7.0" lumo_ev="-0.4 / -0.4" gap_ev="6.6 / 6.6"
Ti 0.36830 0.28409 -0.27919 2.50 -0.52 -1.33 0.551
O -0.00080 -0.50272 1.45086 -0.32 0.06 -0.32 -0.281
C -0.39650 -0.02973 2.61065 -0.18 0.19 0.13 -0.333
C -0.56539 -0.92587 3.67751 0.13 0.18 0.11 -0.006
C -0.97053 -0.47751 4.91659 0.02 -0.15 0.03 -0.074
C -1.24026 0.87005 5.14951 0.00 0.11 -0.04 -0.092
C -1.11453 1.76299 4.10897 0.05 -0.19 0.03 -0.049
C -0.70433 1.34127 2.83417 0.04 -0.07 0.03 -0.164
C -0.71715 2.32118 1.77501 0.05 -0.18 -0.77 -0.055
N -0.42664 2.02387 0.55434 -0.28 0.23 0.34 -0.118
N -0.57821 2.98043 -0.44973 -0.10 -0.06 0.40 0.105
C -0.74199 2.35094 -1.57613 -0.16 0.27 -0.41 -0.453
O -0.81028 1.04778 -1.68395 0.26 -0.19 0.74 -0.201
C -0.85007 3.14436 -2.82358 -0.07 -0.03 0.00 -0.138
C -0.65879 4.52359 -2.79785 -0.01 0.01 -0.07 -0.025
C -0.74709 5.25263 -3.97078 0.02 0.05 0.06 -0.081
C -1.02456 4.61408 -5.16941 -0.02 0.02 -0.13 -0.089
C -1.21261 3.24125 -5.20026 -0.01 -0.05 -0.01 -0.076
C -1.12438 2.50379 -4.03105 0.05 0.06 0.19 -0.013
H -0.34921 -1.97061 3.50029 -0.01 -0.03 -0.01 0.112
H -1.08360 -1.18891 5.72458 0.00 -0.03 0.01 0.105
H -1.55543 1.20396 6.12748 -0.01 0.01 0.02 0.100
H -1.34544 2.80998 4.26392 0.00 0.03 -0.03 0.114
H -1.04736 3.33530 1.99413 -0.01 0.00 -0.02 0.139
H -0.43745 5.01496 -1.86196 0.00 -0.03 0.06 0.107
H -0.59529 6.32340 -3.95253 0.00 0.02 0.01 0.102
H -1.09055 5.19024 -6.08315 0.00 0.00 -0.02 0.101
H -1.42440 2.74285 -6.13656 -0.01 -0.01 -0.02 0.103
H -1.25934 1.43184 -4.03614 -0.01 -0.03 0.00 0.105
C 0.75857 -3.75237 -3.64165 -0.02 -0.16 -0.02 -0.117
C 0.96270 -2.37502 -3.01745 0.15 -0.01 0.00 -0.559
C 0.13054 -1.34366 -3.77541 -0.09 0.00 0.00 -0.141
P 0.64024 -2.26064 -1.20082 -0.47 0.50 0.26 1.005
C 2.14611 -2.95491 -0.37688 0.17 0.14 -0.16 -0.540
C 1.99406 -3.05729 1.13877 -0.07 0.03 0.04 -0.102
C 2.75741 -4.22372 -0.96883 -0.01 -0.08 0.04 -0.104
C -0.84674 -3.34841 -0.93845 -0.04 -0.08 -0.14 -0.520
C -1.74970 -2.79968 0.16283 -0.05 0.10 0.07 -0.122
C -0.60516 -4.84077 -0.71839 0.03 -0.04 -0.03 -0.107
H 1.11834 -3.73239 -4.67176 0.01 0.01 -0.03 0.083
H -0.30044 -4.01483 -3.68254 -0.02 0.00 0.02 0.077
H 1.28345 -4.55450 -3.12608 -0.02 0.04 -0.03 0.048
H 2.01649 -2.08647 -3.10440 -0.05 0.00 0.02 0.091
H -0.94081 -1.49672 -3.60943 0.01 -0.01 0.02 0.082
H 0.31021 -1.45184 -4.84701 0.02 0.03 -0.02 0.083
H 0.38620 -0.33240 -3.46988 -0.01 0.02 0.00 0.013
H 2.84796 -2.13336 -0.57536 -0.06 -0.10 0.02 0.055
H 1.25939 -3.81084 1.42577 -0.03 -0.03 0.02 0.067
H 1.69257 -2.10871 1.58410 0.01 -0.04 -0.04 0.051
H 2.95054 -3.35618 1.57035 0.03 0.00 0.04 0.081
H 2.12154 -5.09992 -0.84026 -0.02 0.02 0.01 0.065
H 3.69627 -4.42873 -0.45081 0.03 0.00 0.02 0.081
H 2.99025 -4.12062 -2.02733 0.01 0.05 0.02 0.065
H -1.39030 -3.23426 -1.88653 0.04 0.03 0.05 0.100
H -1.27904 -2.87668 1.14359 0.02 0.01 0.01 0.066
H -2.68287 -3.36536 0.18870 -0.03 -0.02 0.01 0.081
H -1.99817 -1.74736 0.00630 0.01 -0.06 -0.01 0.065
H -0.06156 -5.01991 0.20793 0.02 -0.01 0.05 0.065
H -0.05146 -5.30853 -1.52918 0.01 0.02 -0.02 0.055
H -1.56462 -5.35532 -0.63552 -0.03 -0.01 0.01 0.081
C 2.73872 3.30755 0.69349 0.13 -0.14 -0.17 -0.307
As 2.65877 1.44095 1.27657 -0.29 0.34 0.80 0.981
C 4.52462 0.90547 1.04479 -0.11 0.05 -0.04 -0.320
C 2.78538 1.87711 3.21648 0.13 -0.14 -0.02 -0.297
S 2.24679 0.37240 -1.48029 -1.19 -0.08 0.45 0.159
H 3.71313 3.72271 0.95357 -0.02 0.03 -0.01 0.026
H 1.96260 3.86283 1.21857 -0.04 0.00 -0.04 0.018
H 2.57648 3.38087 -0.38151 0.00 -0.01 0.06 0.010
H 5.15365 1.62204 1.57436 0.01 -0.03 -0.03 0.024
H 4.77547 0.88764 -0.01295 -0.02 0.00 0.01 -0.003
H 4.67448 -0.08809 1.46615 -0.03 -0.01 0.00 0.021
H 3.52339 2.65890 3.40867 0.01 -0.01 -0.09 0.021
H 3.08203 0.98511 3.77159 -0.05 -0.02 -0.02 0.021
H 1.81858 2.20403 3.59653 -0.02 -0.01 -0.05 0.000

No. 3
40
Properties=species:S:1:pos:R:3:forces:R:3:lowdin_charge:R:1 method="wB97M-V/def2-TZVPD" charge=-1 homo_ev=-6.2 lumo_ev=-3.6 gap_ev=2.6
Ca 0.13150 0.46080 0.46842 0.12 0.34 -0.25 1.905
Cl -3.94603 -2.29530 -2.75779 2.42 -1.77 0.16 0.577
O -3.43293 -3.65198 -2.93238 -0.93 0.26 0.07 -0.400
O -3.11999 -1.45176 -3.55244 0.15 1.20 -1.16 -0.388
O -5.31787 -2.18721 -3.05543 -1.42 -0.01 -0.77 -0.344
O -3.74362 -1.91468 -1.39427 0.16 0.51 2.03 -0.430
Cl 1.96160 4.56323 -4.23918 1.34 -0.29 1.31 0.584
O 0.91234 4.27544 -5.11928 -2.27 0.51 -1.91 -0.369
O 3.18626 4.17299 -4.87788 0.76 0.08 0.11 -0.385
O 2.03670 5.94986 -3.82937 -0.31 -0.36 -0.34 -0.377
O 1.72114 3.73326 -3.07391 0.37 -0.21 1.06 -0.441
Cl 3.74141 3.15383 4.05141 -2.79 -1.63 -1.13 0.583
O 4.00681 1.95691 3.33549 2.99 -3.13 0.26 -0.415
O 3.20496 2.84724 5.36156 1.34 0.59 0.39 -0.375
O 4.81050 4.07682 3.99230 0.72 0.44 0.94 -0.323
O 2.64511 3.56426 3.24316 -2.69 3.33 -0.73 -0.423
C -1.43848 -0.74055 7.83110 -0.29 -0.73 1.00 -0.072
C -1.65453 -0.50662 6.43917 0.61 0.70 -0.29 -0.305
N -1.80112 -0.34610 5.31900 -0.16 0.06 -0.86 0.117
H -0.78970 -0.07549 8.40110 -0.01 0.33 -0.63 0.092
H -1.00327 -1.73768 7.89748 -0.17 -0.10 0.30 0.088
H -2.42857 -0.72036 8.28655 0.10 -0.23 0.32 0.087
C 4.93150 -2.65758 -4.96316 -0.76 0.24 0.63 -0.063
C 4.16143 -2.24083 -3.74463 0.32 -0.27 0.90 -0.258
N 3.55824 -2.06165 -2.76879 0.76 -0.04 -1.46 0.095
H 4.72505 -3.72186 -5.07622 -0.24 0.12 -0.42 0.076
H 6.01844 -2.57995 -4.93810 -0.15 0.41 0.63 0.077
H 4.57184 -2.04121 -5.78707 -0.04 -0.37 -0.16 0.080
C 0.87646 -7.26715 0.16033 -0.04 0.40 0.56 -0.070
C 0.82479 -5.92828 0.87550 0.38 2.04 0.90 -0.233
N 0.84140 -4.90385 1.46892 -0.15 -3.55 -2.15 0.086
H 0.28830 -7.35278 -0.75336 -0.36 0.60 0.27 0.078
H 0.53452 -8.03481 0.85451 -0.12 0.11 0.03 0.072
H 1.87148 -7.57712 -0.15897 0.26 0.55 0.37 0.073
C -5.80056 5.83660 -1.06488 -0.54 -0.21 1.15 -0.067
C -4.75828 4.98768 -0.47889 0.00 0.18 -1.28 -0.286
N -3.95875 4.30623 -0.02585 0.25 -0.23 0.31 0.112
H -5.49341 6.88001 -1.13597 0.04 -0.19 -0.03 0.084
H -6.56107 5.72764 -0.29167 -0.41 0.62 0.02 0.077
H -6.31360 5.50199 -1.96650 0.76 -0.28 -0.14 0.085